Computed, not measured: 2 unconnected molecules or ions with the total composition C7H12N, with the ωB97M-V functional and the def2-TZVPD basis.

Bonds (Å) are listed after each position.
Atoms and positions in Å:
1 H -4.4660 0.5858 -1.7007  C18 1.059
2 H 2.4094 -0.7706 1.7374  C11 1.098
3 H 0.0085 1.8103 1.2350  C15 1.117
4 C 0.0730 -1.2610 -0.6765  C7 1.258, H8 1.168, N12 1.483
5 H 0.9052 2.8307 0.2203  C15 1.080
6 H 1.7410 1.0460 -1.2313  C9 1.116
7 C 1.2718 -1.6045 -0.8429  C4 1.258, N12 1.483, H19 1.115
8 H -1.0686 -1.1128 -0.8745  C4 1.168
9 C 1.4568 0.8678 -0.1673  H6 1.116, N12 1.471, C15 1.433, H17 1.111
10 H -4.4964 -0.2167 -0.1454  C18 1.066
11 C 1.3420 -0.9619 1.5667  H2 1.098, N12 1.521, H14 1.099, H20 1.036
12 N 1.0600 -0.5151 0.1407  C4 1.483, C7 1.483, C9 1.471, C11 1.521
13 C -2.8482 -0.5846 -1.1648  C18 1.249
14 H 1.1959 -2.0216 1.8172  C11 1.099
15 C 0.4776 1.8386 0.2221  H3 1.117, H5 1.080, C9 1.433, H16 1.174
16 H -0.3234 1.8227 -0.6365  C15 1.174
17 H 2.3719 1.0174 0.4453  C9 1.111
18 C -4.0224 -0.1632 -1.0985  H1 1.059, H10 1.066, C13 1.249
19 H 2.1275 -2.3039 -0.9872  C7 1.115
20 H 0.7845 -0.3036 2.1409  C11 1.036

The energy above the lowest of the compared OMol25 structures with the same formula, charge and spin comes out at 177.10 kcal per mole. As for the HOMO-LUMO gap: 10.55 eV. The total charge is +1. The calculation puts the largest force on an atom at 4.46 eV/Å. As for the energy: -328.14655 a.u.